# 1
Molecular formula: C49H40IN8O4RbSTe
Method: DFT, the ωB97M-V functional and the def2-TZVPD basis

Kohn-Sham gap: 4.4 eV
calculated total energy: -98462.319 eV
energy relative to the best compared isomer or geometry (same formula, charge and spin): 1.200 eV
molecular weight: 1176.95 g/mol
LUMO level: 2.86 eV
E_HOMO: -1.56 eV

Geometry as ORCA input:
```
! wB97M-V def2-TZVPD RIJCOSX def2/J DEFGRID3
* xyz -2 1
Rb 0.268 0.122 0.282
O -1.464 5.511 6.047
C -0.520 5.645 5.262
O 0.357 6.513 5.200
C -0.415 4.520 4.160
C 0.758 4.351 3.439
C 0.833 3.316 2.506
N -0.197 2.524 2.236
C -1.340 2.696 2.897
C -1.473 3.661 3.897
C -2.445 1.796 2.521
C -3.776 2.160 2.744
C -4.783 1.296 2.360
C -4.441 0.094 1.763
C -3.093 -0.187 1.597
N -2.125 0.629 1.965
C 2.082 3.046 1.766
C 3.309 3.062 2.433
C 4.462 2.817 1.711
C 4.360 2.581 0.349
C 3.098 2.579 -0.222
N 1.992 2.805 0.460
H 1.577 5.032 3.617
H -2.363 3.762 4.501
H -4.009 3.107 3.203
H -5.820 1.554 2.530
H -5.200 -0.601 1.437
H -2.780 -1.126 1.163
H 3.345 3.248 3.496
H 5.427 2.800 2.201
H 5.239 2.405 -0.252
H 2.971 2.398 -1.283
C 4.129 -0.988 2.467
C 3.778 -2.216 1.684
N 4.211 -3.360 2.142
C 3.922 -4.484 1.478
C 3.175 -4.506 0.323
C 2.913 -5.796 -0.411
O 3.481 -5.842 -1.712
C 2.733 -3.286 -0.227
C 1.926 -3.277 -1.412
N 1.904 -2.432 -2.384
C 2.853 -1.487 -2.626
C 4.230 -1.625 -2.385
C 5.121 -0.658 -2.797
C 4.685 0.470 -3.475
C 3.337 0.612 -3.767
C 2.457 -0.359 -3.351
I 0.403 -0.220 -3.831
C 3.018 -2.053 0.467
O 2.619 -0.926 0.075
H 4.897 -1.231 3.197
H 3.243 -0.620 2.986
H 4.468 -0.201 1.796
H 4.330 -5.392 1.909
H 1.826 -5.967 -0.480
H 3.359 -6.633 0.133
H 3.174 -5.057 -2.185
H 1.162 -4.052 -1.499
H 4.582 -2.511 -1.877
H 6.175 -0.783 -2.584
H 5.388 1.228 -3.787
H 2.984 1.465 -4.327
N -3.658 2.514 -2.144
C -3.005 3.664 -1.785
C -3.347 5.000 -1.866
C -2.430 5.911 -1.368
C -1.210 5.499 -0.835
C -0.851 4.168 -0.772
C -1.771 3.232 -1.238
N -1.706 1.871 -1.269
C -2.831 1.458 -1.803
C -3.195 0.099 -2.047
C -4.307 -0.314 -2.767
S -4.374 -2.037 -2.835
C -2.900 -2.066 -1.888
N -2.434 -0.920 -1.573
H -4.576 2.455 -2.546
H -4.291 5.317 -2.289
H -2.668 6.965 -1.391
H -0.533 6.250 -0.455
H 0.094 3.838 -0.372
H -5.051 0.275 -3.262
H -2.456 -3.000 -1.613
C -2.019 -7.322 6.487
C -1.590 -6.289 5.483
C -0.265 -5.897 5.369
C 0.149 -5.033 4.371
C 1.581 -4.602 4.323
C -0.763 -4.550 3.424
Te -0.018 -3.581 1.698
C -2.115 -4.840 3.616
C -3.181 -4.210 2.768
C -2.509 -5.703 4.627
H -1.176 -7.646 7.097
H -2.423 -8.198 5.974
H -2.795 -6.934 7.147
H 0.469 -6.284 6.066
H 2.137 -4.977 5.182
H 1.640 -3.513 4.320
H 2.067 -4.947 3.412
H -2.732 -3.534 2.042
H -3.864 -3.637 3.397
H -3.758 -4.963 2.232
H -3.562 -5.937 4.738
*
```

***

# 2
Molecular formula: CH6N2P2
Method: DFT, the ωB97M-V functional and the def2-TZVPD basis

Kohn-Sham gap (alpha / beta): 6.8 / 6.1 eV
calculated total energy: -22687.297 eV
energy relative to the best compared isomer or geometry (same formula, charge and spin): 1.252 eV
molecular weight: 108.02 g/mol
LUMO level (alpha / beta): 0.94 / -2.29 eV
expectation value of S²: 2.01
E_HOMO (alpha / beta): -5.90 / -8.36 eV

Geometry as ORCA input:
```
! wB97M-V def2-TZVPD RIJCOSX def2/J DEFGRID3
* xyz 0 3
C -0.348 -1.753 0.657
N 0.334 1.117 -0.073
N -0.300 -0.494 -1.878
P 0.597 1.886 1.449
P 0.186 -0.447 -0.277
H -0.002 -2.685 0.462
H -0.306 -1.388 -2.313
H 0.271 0.170 -2.388
H -0.839 1.962 1.882
H 0.734 3.280 0.826
H -0.325 -1.646 1.654
*
```

***

# 3
Molecular formula: C3H3N3S
Method: DFT, the ωB97M-V functional and the def2-TZVPD basis

Kohn-Sham gap: 7.5 eV
calculated total energy: -18458.948 eV
energy relative to the best compared isomer or geometry (same formula, charge and spin): 6.135 eV
molecular weight: 113.15 g/mol
LUMO level: -2.35 eV
E_HOMO: -9.89 eV

Geometry as ORCA input:
```
! wB97M-V def2-TZVPD RIJCOSX def2/J DEFGRID3
* xyz 0 1
C -0.287 -0.370 0.185
C 0.839 -0.494 -0.548
C -1.012 0.887 0.080
H 1.096 -1.855 2.359
H 1.658 -1.250 -0.333
H -1.858 1.113 0.967
N 1.019 0.511 -1.410
N 0.157 1.526 -1.682
N -0.842 1.675 -0.942
S -0.769 -1.743 1.324
*
```

***

# 4
Molecular formula: C4H9NO2
Method: DFT, the ωB97M-V functional and the def2-TZVPD basis

Kohn-Sham gap: 11.1 eV
calculated total energy: -9878.461 eV
energy relative to the best compared isomer or geometry (same formula, charge and spin): 1.600 eV
molecular weight: 103.12 g/mol
SMILES: C[C@@H]1CNC(=O)O1.[H][H]
LUMO level: 0.86 eV
E_HOMO: -10.29 eV

Geometry as ORCA input:
```
! wB97M-V def2-TZVPD RIJCOSX def2/J DEFGRID3
* xyz 0 1
C 1.554 -1.416 0.208
C 0.558 -0.277 0.202
O 0.070 -0.031 -1.129
C -0.752 -0.474 0.953
N -1.653 0.448 0.269
C -1.188 0.510 -1.063
O -1.766 0.924 -2.023
H 1.738 -1.722 1.242
H 2.518 -1.114 -0.215
H 1.175 -2.280 -0.346
H 1.040 0.638 0.574
H 0.417 2.370 -1.117
H -1.119 -1.499 0.798
H -0.694 -0.247 2.017
H -1.708 1.371 0.693
H -0.191 2.798 -1.064
*
```

***

# 5
Molecular formula: C6H12O2S
Method: DFT, the ωB97M-V functional and the def2-TZVPD basis

Kohn-Sham gap: 9.5 eV
calculated total energy: -21343.158 eV
energy relative to the best compared isomer or geometry (same formula, charge and spin): 4.375 eV
molecular weight: 148.23 g/mol
LUMO level: 0.59 eV
E_HOMO: -8.92 eV

Geometry as ORCA input:
```
! wB97M-V def2-TZVPD RIJCOSX def2/J DEFGRID3
* xyz 0 1
C -3.471 0.392 1.217
C -3.137 0.133 0.009
C -3.250 -0.292 -1.249
C 1.103 -1.108 0.743
C 2.700 0.580 -0.175
C 1.283 0.009 -0.281
O -0.009 1.895 -1.434
O 0.331 2.116 1.044
S -0.148 1.119 -0.213
H -4.411 0.779 1.493
H -2.793 0.393 2.069
H -3.625 -1.349 -1.432
H -0.198 2.873 1.426
H -2.987 0.245 -2.129
H 1.964 -1.126 1.411
H 0.187 -0.824 1.194
H 1.013 -1.982 0.157
H 3.056 1.030 0.750
H 2.861 1.400 -0.875
H 3.410 -0.158 -0.488
H 1.135 -0.407 -1.307
*
```

***

# 6
Molecular formula: C41H46CuN2O4S2
Method: DFT, the ωB97M-V functional and the def2-TZVPD basis

Kohn-Sham gap (alpha / beta): 8.7 / 5.3 eV
calculated total energy: -120742.743 eV
energy relative to the best compared isomer or geometry (same formula, charge and spin): 0.931 eV
molecular weight: 758.51 g/mol
LUMO level (alpha / beta): 0.02 / -3.34 eV
expectation value of S²: 0.75
E_HOMO (alpha / beta): -8.63 / -8.59 eV

Geometry as ORCA input:
```
! wB97M-V def2-TZVPD RIJCOSX def2/J DEFGRID3
* xyz 0 2
Cu -0.715 0.442 -0.672
C -5.265 2.989 -0.829
C -4.251 1.864 -1.075
C -4.835 0.843 -2.049
C -2.942 2.461 -1.528
C -2.145 3.115 -0.580
C -0.938 3.689 -0.932
C -0.473 3.617 -2.240
C 0.876 4.161 -2.589
C -1.279 3.001 -3.190
C -2.494 2.435 -2.843
H -6.192 2.577 -0.437
H -5.482 3.510 -1.760
H -4.879 3.711 -0.114
H -4.063 1.360 -0.119
H -5.194 1.328 -2.955
H -5.678 0.337 -1.585
H -4.093 0.095 -2.319
H -2.498 3.186 0.440
H -0.337 4.181 -0.181
H 1.640 3.626 -2.025
H 0.948 5.215 -2.323
H 1.084 4.051 -3.650
H -0.949 2.951 -4.218
H -3.087 1.963 -3.611
O 1.549 2.020 0.754
C 0.620 1.756 1.492
N 0.553 1.990 2.817
C -0.650 1.452 3.404
C -1.428 1.075 2.127
O -2.577 0.699 2.063
N -0.575 1.180 1.081
C -0.422 0.137 4.147
C 0.843 -0.253 4.564
C 1.009 -1.446 5.247
C -0.076 -2.268 5.500
C -1.336 -1.888 5.067
C -1.511 -0.687 4.407
C -1.329 2.440 4.335
C -2.698 2.662 4.312
C -3.276 3.552 5.202
C -2.498 4.218 6.133
C -1.131 3.994 6.166
C -0.551 3.112 5.272
H 1.365 2.282 3.334
H 1.709 0.361 4.361
H 1.995 -1.733 5.583
H 0.061 -3.199 6.030
H -2.183 -2.531 5.246
H -2.494 -0.398 4.071
H -3.316 2.145 3.594
H -4.343 3.721 5.165
H -2.950 4.910 6.829
H -0.509 4.499 6.891
H 0.515 2.944 5.310
C 2.391 -6.290 -4.323
C 2.847 -6.498 -5.736
O 3.501 -7.421 -6.126
S 2.322 -5.267 -6.928
C 1.541 -4.020 -5.905
C 0.195 -4.116 -5.582
C -0.366 -3.218 -4.692
C 0.416 -2.201 -4.141
C 1.751 -2.070 -4.535
C 2.313 -2.976 -5.412
C -0.096 -1.336 -3.141
C -0.460 -0.634 -2.221
H 2.577 -5.272 -3.990
H 2.911 -6.994 -3.677
H 1.320 -6.479 -4.259
H -0.405 -4.907 -6.008
H -1.403 -3.316 -4.405
H 2.349 -1.267 -4.129
H 3.352 -2.893 -5.694
C 0.185 -3.092 0.786
C 1.639 -3.233 0.354
C 2.589 -2.441 1.230
S 2.441 -0.594 0.999
O 3.412 -0.074 1.967
C 3.219 -0.517 -0.688
C 3.839 0.842 -0.970
C 5.218 0.962 -0.334
H -0.432 -3.795 0.234
H -0.183 -2.087 0.591
H 0.078 -3.307 1.847
H 1.744 -2.910 -0.683
H 1.922 -4.289 0.396
H 3.633 -2.695 1.055
H 2.376 -2.596 2.287
H 2.390 -0.723 -1.364
H 3.970 -1.303 -0.760
H 3.186 1.624 -0.583
H 3.928 0.976 -2.052
H 5.127 0.827 0.740
H 5.641 1.943 -0.534
H 5.894 0.204 -0.733
*
```